Record 1
Entry from the OMol25 dataset: a molecular structure, C36H47N5P2Pd at a distorted geometry (ωB97M-V with the def2-TZVPD basis set).

Frontier orbital gap (alpha / beta) in eV: 3.105 / 4.120
Highest occupied orbital energy (alpha / beta) in Ha: -0.1127 / -0.2772
LUMO level (alpha / beta) in eV: 0.04 / -3.42
Energy above the lowest of the compared OMol25 structures with the same formula, charge and spin in kcal/mol: 0.0

Structure (ORCA input):
```
! wB97M-V def2-TZVPD RIJCOSX def2/J DEFGRID3
* xyz 0 3
Pd 0.18 0.07 1.47
C -1.72 1.60 -5.46
C -1.82 0.30 -5.15
C -1.00 -0.76 -5.81
C 0.50 -0.41 -6.00
C 1.13 0.37 -4.86
C 1.19 1.70 -4.87
C 0.63 2.51 -6.03
C -0.80 2.15 -6.51
C 1.57 0.98 2.67
H -2.38 2.35 -5.02
H -2.61 -0.07 -4.51
H -1.41 -1.00 -6.80
H -1.07 -1.68 -5.21
H 1.04 -1.36 -6.10
H 0.61 0.11 -6.96
H 1.65 -0.24 -4.11
H 1.75 2.27 -4.12
H 1.27 2.44 -6.92
H 0.63 3.57 -5.73
H -1.26 3.10 -6.84
H -0.76 1.52 -7.40
H 0.99 1.44 3.48
H 2.30 1.67 2.25
H 2.07 0.08 3.05
P 1.84 -0.48 0.04
P -1.19 -0.90 -0.02
N 2.87 0.81 -0.50
N 3.00 -1.62 0.64
N -1.73 0.44 -0.98
N -2.58 -1.79 0.49
C 1.15 -1.21 -1.46
C -0.23 -1.87 -1.20
C 2.70 2.15 -0.15
C 3.73 2.89 -0.71
C 4.55 1.98 -1.45
C 4.00 0.71 -1.32
C 3.92 -1.39 1.68
C 4.63 -2.56 1.91
C 4.10 -3.56 1.02
C 3.12 -2.96 0.26
C -1.52 1.78 -0.66
C -2.11 2.56 -1.65
C -2.73 1.68 -2.56
C -2.44 0.39 -2.17
C -3.77 -2.01 -0.22
C -4.57 -2.84 0.54
C -3.87 -3.14 1.75
C -2.66 -2.49 1.70
H 1.87 -1.94 -1.85
H 1.06 -0.40 -2.21
H -0.80 -2.00 -2.12
H -0.10 -2.87 -0.74
H 1.88 2.45 0.49
H 3.87 3.95 -0.59
H 5.44 2.23 -1.99
H 4.30 -0.24 -1.73
H 4.00 -0.42 2.14
H 5.44 -2.69 2.61
H 4.42 -4.59 0.96
H 2.50 -3.35 -0.54
H -0.98 2.06 0.24
H -2.09 3.64 -1.70
H -3.28 1.98 -3.44
H -2.62 -0.56 -2.65
H -3.91 -1.56 -1.18
H -5.55 -3.21 0.27
H -4.23 -3.75 2.57
H -1.84 -2.45 2.41
C -0.06 1.34 6.31
N 0.47 0.03 6.06
C 1.33 -0.49 7.08
C -0.03 -0.84 5.04
C -1.26 -0.29 4.35
C -2.42 -0.34 5.14
C -3.60 0.27 4.73
C -3.62 0.93 3.50
C -2.47 0.94 2.70
C -1.33 0.27 3.07
H 0.66 1.88 6.94
H -1.02 1.30 6.86
H -0.22 1.87 5.37
H 0.78 -0.75 8.00
H 1.87 -1.38 6.75
H 2.05 0.28 7.37
H 0.78 -1.08 4.34
H -0.30 -1.81 5.52
H -2.38 -0.87 6.10
H -4.47 0.26 5.39
H -4.53 1.42 3.16
H -2.48 1.49 1.76
*
```



Record 2
Entry from the OMol25 dataset: 6 unconnected molecules or ions with the total composition C36H47NO18 at a distorted geometry (ωB97M-V with the def2-TZVPD basis set).

Frontier orbital gap in eV: 8.082
Highest occupied orbital energy in Ha: -0.3311
LUMO level in eV: -0.93
SMILES string: COCC1=CC(=O)C(N)=C(Cc2ccccc2C)C1=O.C[C@@H]1COC(=O)O1.C[C@@H]1COC(=O)O1.C[C@@H]1COC(=O)O1.C[C@@H]1COC(=O)O1.C[C@@H]1COC(=O)O1

Structure (ORCA input):
```
! wB97M-V def2-TZVPD RIJCOSX def2/J DEFGRID3
* xyz 0 1
C -4.16 0.81 0.62
O -3.41 -0.23 0.04
C -2.11 0.16 -0.33
C -2.00 0.66 -1.76
C -2.24 -0.08 -2.84
C -2.08 0.52 -4.19
O -2.71 0.12 -5.16
C -1.11 1.67 -4.34
N -0.48 1.84 -5.59
C -0.88 2.44 -3.28
C 0.10 3.61 -3.25
C 0.88 3.51 -1.93
C 1.60 2.35 -1.76
C 2.30 2.16 -0.59
C 2.27 3.10 0.41
C 1.56 4.26 0.21
C 0.85 4.49 -0.95
C 0.03 5.74 -1.16
C -1.60 2.10 -2.01
O -1.89 2.93 -1.17
H -3.53 1.51 1.20
H -4.90 0.43 1.32
H -4.69 1.42 -0.14
H -1.47 -0.72 -0.22
H -1.69 0.93 0.34
H -2.56 -1.11 -2.69
H -0.33 2.84 -5.71
H -1.14 1.57 -6.31
H 0.86 3.47 -4.03
H -0.41 4.57 -3.35
H 1.60 1.59 -2.54
H 2.85 1.23 -0.46
H 2.79 2.98 1.35
H 1.53 5.02 0.98
H 0.24 6.51 -0.42
H 0.12 6.14 -2.17
H -1.02 5.43 -1.05
C 2.68 -0.13 -6.12
C 3.42 1.15 -5.80
C 4.16 1.75 -6.98
O 5.24 2.43 -6.34
C 5.49 1.79 -5.17
O 6.45 1.98 -4.49
O 4.50 0.91 -4.88
H 3.38 -0.94 -6.34
H 2.09 -0.44 -5.26
H 2.01 0.01 -6.96
H 2.74 1.87 -5.35
H 3.54 2.45 -7.54
H 4.56 1.00 -7.66
C -5.29 -3.22 0.12
C -6.34 -3.23 1.21
C -7.37 -4.32 1.07
O -8.51 -3.74 1.70
C -8.40 -2.39 1.59
O -9.26 -1.62 1.84
O -7.16 -2.05 1.16
H -5.74 -2.94 -0.84
H -4.53 -2.48 0.34
H -4.81 -4.19 0.02
H -5.85 -3.26 2.19
H -7.07 -5.24 1.58
H -7.61 -4.56 0.04
C 1.07 0.07 3.15
C 0.37 -1.26 3.24
C 1.28 -2.45 3.07
O 0.39 -3.43 2.51
C -0.59 -2.76 1.86
O -1.38 -3.26 1.12
O -0.55 -1.44 2.15
H 1.44 0.26 2.14
H 0.39 0.88 3.39
H 1.92 0.12 3.85
H -0.19 -1.33 4.17
H 1.69 -2.80 4.01
H 2.10 -2.28 2.36
C 3.21 6.47 5.39
C 2.51 5.14 5.48
C 3.42 3.95 5.31
O 2.54 2.97 4.75
C 1.55 3.64 4.10
O 0.76 3.13 3.37
O 1.59 4.96 4.39
H 3.57 6.65 4.38
H 2.52 7.28 5.63
H 4.05 6.52 6.09
H 1.94 5.07 6.42
H 3.83 3.60 6.25
H 4.24 4.13 4.61
C 0.27 -6.82 2.51
C 1.61 -7.50 2.52
C 2.36 -7.39 1.21
O 3.15 -8.59 1.22
C 2.50 -9.50 1.98
O 2.79 -10.65 2.05
O 1.48 -8.92 2.67
H -0.43 -7.34 1.86
H -0.17 -6.84 3.51
H 0.35 -5.78 2.20
H 2.22 -7.13 3.35
H 3.00 -6.51 1.16
H 1.71 -7.41 0.34
*
```



Number 1: energy -67595.21370 eV. Number 2: energy -76439.86644 eV.